# 1
Density functional theory data (ωB97M-V/def2-TZVPD) for the molecule C5H13NO in a non-equilibrium geometry.

The geometry in ORCA input format:
```
! wB97M-V def2-TZVPD RIJCOSX def2/J DEFGRID3
* xyz 0 1
O -1.133 1.122 1.521
N 0.156 0.766 -0.939
C 0.487 -0.080 0.262
C -0.735 -0.230 1.223
C -1.815 -1.077 0.531
C 0.567 0.098 -2.196
C 1.763 0.534 0.866
H -2.642 -1.124 1.247
H -0.425 -0.618 2.195
H -1.454 -2.107 0.468
H 0.554 0.832 -2.996
H 1.605 1.609 0.954
H 1.506 -0.434 -2.066
H -2.034 -0.652 -0.442
H 2.553 0.439 0.126
H -0.158 -0.677 -2.498
H -0.850 0.883 -0.888
H -0.717 1.707 0.897
H 0.729 -1.090 -0.085
H 2.042 0.099 1.822
*
```

Values from the calculation:
* E_tot: -328.27006 Eh
* HOMO-LUMO gap: 10.2 eV

# 2
Density functional theory data (ωB97M-V/def2-TZVPD) for a cluster of 2 separate species, C22H30N2O5 in total in a non-equilibrium geometry.

The geometry in ORCA input format:
```
! wB97M-V def2-TZVPD RIJCOSX def2/J DEFGRID3
* xyz 0 1
O -2.755 5.131 -1.548
O 0.613 -3.844 2.577
O -4.195 1.797 -0.439
O 2.690 -1.388 -0.560
O -4.081 5.289 0.276
N 2.649 -2.879 2.505
N 0.963 -2.716 -0.015
C 4.067 -2.806 2.838
C -1.107 3.164 -0.170
C -1.799 4.378 0.486
C 1.980 -1.907 0.300
C 0.531 1.407 0.120
C 1.807 -3.867 2.860
C -2.935 0.410 -5.088
C -1.840 1.069 -4.525
C -3.089 1.659 -0.957
C -3.011 1.242 -2.383
C -1.877 1.480 -3.188
C 3.351 -0.650 2.097
C -4.108 0.581 -2.975
C -2.934 4.962 -0.354
C 2.234 -1.661 1.803
C -1.879 1.841 -0.014
C 0.227 2.850 0.502
C -0.819 0.727 -0.101
C 4.595 -1.532 2.177
C 2.344 -5.048 3.647
C 0.553 -3.061 -1.375
C -4.070 0.167 -4.311
H -1.004 -0.027 0.672
H 2.762 -4.698 4.589
H 1.305 -1.290 2.237
H -0.821 0.214 -1.066
H 4.609 -3.676 2.463
H 3.173 -0.190 3.071
H -2.190 4.098 1.468
H 5.383 -1.067 2.769
H 1.113 1.380 -0.808
H 1.434 -3.274 -1.985
H -0.956 1.262 -5.126
H -5.003 0.383 -2.389
H 0.463 -3.142 0.760
H 0.130 2.931 1.591
H -1.067 5.175 0.641
H -2.271 1.809 1.008
H 4.180 -2.728 3.920
H -0.089 -3.943 -1.358
H 1.109 0.909 0.902
H 4.952 -1.757 1.171
H 1.526 -5.737 3.850
H -0.914 3.388 -1.222
H -1.001 1.982 -2.797
H 1.020 3.531 0.174
H 3.109 -5.557 3.064
H -4.678 5.581 -0.430
H -2.905 0.090 -6.125
H -4.928 -0.339 -4.744
H 0.008 -2.227 -1.821
H 3.445 0.124 1.334
*
```

Values from the calculation:
* E_tot: -1342.10014 Eh
* HOMO-LUMO gap: 9.7 eV

# 3
Density functional theory data (ωB97M-V/def2-TZVPD) for a cluster of 6 separate species, C21H40Cl2N2O6S3 in total in a non-equilibrium geometry.

The geometry in ORCA input format:
```
! wB97M-V def2-TZVPD RIJCOSX def2/J DEFGRID3
* xyz 0 1
Cl 0.650 0.830 2.576
Cl 1.032 -1.873 1.280
S 0.668 4.342 -2.524
S -1.235 -1.333 -3.463
S -1.810 1.995 -0.390
O -0.385 2.143 -0.432
O -2.356 1.015 0.538
O 1.312 5.339 -3.375
O -0.554 -0.331 -2.682
O -2.176 -1.000 -4.489
O -0.769 4.379 -2.532
N 2.790 -2.023 4.381
N -1.599 -6.171 5.876
C -2.626 3.613 -0.129
C -0.114 -2.489 -4.113
C -0.027 -0.493 1.479
C -2.633 1.671 -1.972
C 1.541 2.713 -2.654
C -4.034 2.306 -1.813
C 2.683 2.805 -1.660
C 3.416 -1.134 4.101
C 4.155 0.701 2.408
C 4.414 -0.284 1.270
C -1.859 -3.867 -2.980
C -3.948 3.535 -0.867
C 4.249 0.061 3.798
C -1.211 -3.239 4.028
C 1.176 4.589 -0.822
C -2.087 -2.531 -2.383
C 2.276 3.619 -0.453
C -0.959 -5.308 5.514
C -0.326 -3.852 -3.342
C -0.274 -4.110 4.861
C -1.791 -3.954 2.823
H -2.687 3.689 0.940
H 0.878 -2.062 -4.007
H 5.304 -0.167 3.903
H -1.962 -2.851 4.699
H 3.208 1.227 2.383
H 1.776 2.959 0.290
H 0.131 -3.452 5.627
H -3.110 -2.188 -2.564
H -3.918 4.344 -1.566
H 2.865 1.788 -1.376
H 3.998 0.789 4.559
H -2.038 -4.706 -2.283
H 3.557 3.189 -2.182
H 0.883 1.870 -2.440
H -0.259 -2.531 -5.194
H 5.230 -0.948 1.518
H 0.036 -4.652 -3.920
H -2.634 0.589 -2.094
H -0.641 -2.356 3.735
H -2.506 -4.703 3.199
H -4.843 3.556 -0.209
H -2.426 -3.953 -3.900
H 0.351 4.368 -0.172
H -0.987 -4.305 2.182
H 0.597 -4.486 4.337
H 3.189 4.174 -0.053
H -4.444 2.539 -2.797
H -1.805 -2.497 -1.330
H 4.694 0.166 0.308
H 1.859 2.675 -3.709
H -4.708 1.563 -1.399
H 3.514 -0.810 1.073
H -2.381 -3.261 2.147
H -0.785 -0.937 2.055
H 4.910 1.482 2.481
H 0.315 -3.852 -2.439
H -2.042 4.385 -0.553
H -0.100 -0.054 0.491
H -2.128 2.145 -2.817
H 1.516 5.611 -0.783
*
```

Values from the calculation:
* E_tot: -3499.96940 Eh
* HOMO-LUMO gap: 10.5 eV

# 4
Density functional theory data (ωB97M-V/def2-TZVPD) for a cluster of 9 separate species, C38H57BN9O3 in total.

The geometry in ORCA input format:
```
! wB97M-V def2-TZVPD RIJCOSX def2/J DEFGRID3
* xyz 1 1
O 0.404 -1.162 -3.190
O -3.036 -1.018 -2.097
O -6.533 -0.365 -2.572
N -4.104 -0.708 -2.962
N -3.371 1.169 -0.078
N 4.033 2.035 -1.103
N -1.224 -1.596 3.381
N -2.071 7.388 0.113
N -9.087 -2.493 -6.661
N 6.669 -1.102 1.778
N 10.434 0.254 6.440
N 2.375 -2.141 2.076
C 1.810 -0.459 0.747
C -9.047 -2.393 -5.295
C 4.906 3.056 -0.842
C -3.317 2.259 -0.918
C -5.924 -3.642 -2.800
C -1.550 -1.504 4.705
C 9.248 0.123 5.772
C -0.044 8.204 -0.228
C -3.211 3.381 -0.142
C 10.204 0.353 7.785
C 3.540 3.654 -2.525
C 8.269 -1.966 3.039
C 3.197 2.391 -2.127
C 3.226 -1.115 2.370
C 0.077 6.906 0.340
C -5.596 -2.583 -1.714
C -1.880 -1.610 -2.764
C -9.929 -3.304 -4.781
C -2.363 -1.709 2.633
C 7.850 -0.828 1.145
C 6.916 -1.798 2.932
C 8.863 -1.352 1.903
C 1.514 -1.756 1.082
C -1.189 6.426 0.534
C 8.851 0.284 7.982
C -9.987 -3.457 -7.022
C -0.604 -0.958 -2.237
C -3.433 -1.689 3.490
C 0.751 -3.514 -2.516
C -10.524 -3.982 -5.879
C 2.910 -0.064 1.553
C -3.273 1.589 1.221
C 4.625 4.076 -1.709
C -1.380 8.472 -0.355
C -2.914 -1.558 4.807
C 1.362 -2.170 -2.872
C -3.176 2.953 1.212
C 8.244 0.139 6.704
B -5.497 -1.192 -2.350
H -8.407 -1.677 -4.807
H -3.479 -1.510 5.722
H 0.272 -3.516 -1.537
H 0.014 -3.804 -3.264
H 5.759 -0.835 1.448
H -3.471 0.219 -0.375
H -3.974 -1.156 -3.875
H -0.781 0.112 -2.116
H 2.023 -1.825 -2.074
H 8.352 0.333 8.935
H 0.988 6.386 0.578
H 4.010 1.153 -0.624
H -4.098 0.309 -3.087
H 7.871 -0.286 0.216
H -8.550 -1.941 -7.302
H 5.651 2.969 -0.070
H 2.390 -3.045 2.512
H -0.293 -1.579 3.005
H 1.528 -4.272 -2.492
H 1.969 -2.308 -3.762
H -6.570 -4.413 -2.392
H 3.401 0.896 1.549
H 5.140 5.021 -1.755
H -6.408 -2.541 -0.992
H 2.440 1.716 -2.489
H 3.067 4.217 -3.312
H 9.913 -1.299 1.670
H 7.192 0.057 6.492
H -1.894 9.340 -0.730
H -0.337 -1.362 -1.262
H -6.458 -3.225 -3.653
H -4.470 -1.764 3.208
H 0.758 8.867 -0.504
H -5.028 -4.135 -3.170
H -2.314 -1.798 1.561
H -1.907 -1.440 -3.839
H -11.268 -4.759 -5.833
H 8.776 -2.470 3.844
H -3.092 3.580 2.084
H 0.773 -2.440 0.701
H -1.922 -2.674 -2.542
H 11.339 0.276 6.008
H 11.015 0.461 8.483
H -3.291 0.885 2.037
H -3.152 4.393 -0.503
H 9.216 0.034 4.701
H -1.532 5.494 0.946
H -0.789 -1.407 5.459
H -4.690 -2.866 -1.184
H -6.376 0.576 -2.697
H -10.170 -3.686 -8.057
H 1.307 0.137 0.003
H -10.134 -3.464 -3.735
H -3.070 7.315 0.148
H -3.355 2.158 -1.992
H 3.986 -1.220 3.125
H 6.118 -2.112 3.582
*
```

Values from the calculation:
* E_tot: -2225.20804 Eh
* HOMO-LUMO gap: 5.7 eV

# 5
Density functional theory data (ωB97M-V/def2-TZVPD) for a cluster of 2 separate species, C6H9N5O in total in a non-equilibrium geometry.

The geometry in ORCA input format:
```
! wB97M-V def2-TZVPD RIJCOSX def2/J DEFGRID3
* xyz 0 1
O -0.666 1.818 0.295
N 0.076 1.802 1.442
N 1.992 -0.174 0.181
N -1.992 1.691 1.986
N -0.720 1.715 2.386
N 2.683 0.055 -0.947
C 2.356 -0.809 -1.949
C 1.402 -1.636 -1.425
C -1.928 1.704 0.697
C 0.509 -1.953 1.031
C -3.039 1.494 -0.271
C 1.244 -1.216 -0.086
H 2.891 -0.756 -2.882
H -0.264 -2.625 0.616
H 0.885 -2.453 -1.916
H -3.647 0.662 0.085
H -3.696 2.379 -0.320
H 0.045 -1.221 1.699
H -2.667 1.249 -1.258
H 3.320 0.832 -0.965
H 1.219 -2.557 1.601
*
```

Values from the calculation:
* E_tot: -582.96691 Eh
* HOMO-LUMO gap: 10.0 eV

# 6
Density functional theory data (ωB97M-V/def2-TZVPD) for a cluster of 2 separate species, C7H8FPS in total in a non-equilibrium geometry.

The geometry in ORCA input format:
```
! wB97M-V def2-TZVPD RIJCOSX def2/J DEFGRID3
* xyz 0 1
S 2.866 0.578 1.166
P 1.425 1.179 0.092
F 3.675 -2.520 -1.395
C -0.288 -0.708 1.145
C -1.452 -1.442 1.261
C -2.579 -1.066 0.569
C -2.547 0.035 -0.244
C -1.351 0.724 -0.458
C -0.234 0.379 0.272
C 1.658 2.336 -1.090
H 0.618 -0.917 1.625
H 2.537 2.989 -0.909
H -1.650 -2.320 1.887
H 4.501 -2.419 -0.947
H -3.439 -1.743 0.669
H -1.220 1.625 -1.239
H -3.409 0.337 -0.843
H 0.890 2.954 -1.559
*
```

Values from the calculation:
* E_tot: -1110.89479 Eh
* HOMO-LUMO gap: 8.1 eV